[1]
Density functional theory data (the ωB97M-V functional and the def2-TZVPD basis) for a cluster of 2 separate species, C4H6N2S2 in total at a distorted geometry.

```
14
Properties=species:S:1:pos:R:3:forces:R:3:mulliken_charge:R:1
C 0.834 3.019 1.040 0.099 3.288 -1.297 0.04
C 0.262 0.766 0.695 0.382 -3.583 2.496 -0.01
C -0.944 -1.399 -1.179 -0.717 3.507 1.069 -0.92
C -0.444 -1.651 0.166 2.031 1.689 0.914 -0.11
N 0.291 2.811 -0.111 -0.493 -0.010 -0.770 -0.66
N -0.054 1.446 -0.275 -0.143 2.469 -1.660 -0.01
S 1.044 1.702 2.009 -0.185 -2.009 0.660 -0.17
S 1.052 -2.444 0.580 -0.368 -1.550 -2.298 -0.13
H 1.113 4.095 1.251 -0.195 -1.618 0.064 0.36
H -2.012 -1.216 -1.125 -0.251 -0.109 -0.066 0.25
H -0.541 -0.377 -1.550 -0.339 -1.191 0.700 0.29
H -0.743 -2.062 -1.929 0.812 -2.151 -1.663 0.46
H -0.997 -1.422 1.053 -0.571 -0.100 -0.016 0.45
H 1.139 -3.269 -0.626 -0.060 1.367 1.866 0.15
```
Forces are in eV/Å.

Highest occupied orbital energy (spin up / spin down), eV: -8.29 / -7.90
DFT total energy, eV: -28891.056
Lowest unoccupied orbital energy (spin up / spin down), eV: -0.735 / -1.043
Energy above the lowest of the compared OMol25 structures with the same formula, charge and spin, kJ/mol: 497.4
M, Da: 146.24
Largest force on an atom, eV/A: 4.38

---

[2]
Density functional theory data (the ωB97M-V functional and the def2-TZVPD basis) for a structure of composition C35H32GeN2NiO3 at a distorted geometry.

```
74
Properties=species:S:1:pos:R:3:forces:R:3:mulliken_charge:R:1
Ni 0.255 0.908 -0.026 -0.721 0.855 0.200 0.79
O 2.248 0.800 -0.778 -0.040 -0.037 -0.030 -0.14
C 3.401 1.577 -0.405 0.239 0.262 0.243 -1.02
C 2.904 2.811 0.316 -0.157 -0.066 -0.275 -0.10
C 2.287 3.838 -0.648 -0.067 -0.205 0.097 -0.96
C 0.798 4.038 -0.547 0.117 0.163 -0.066 0.71
C 0.304 5.332 -0.451 -0.045 -0.003 -0.036 -0.83
C -1.058 5.566 -0.521 -0.015 -0.086 -0.006 -0.36
C -1.899 4.489 -0.738 0.091 0.123 -0.017 -1.09
C -1.347 3.225 -0.800 -0.168 0.131 -0.116 -0.36
N -0.031 2.982 -0.660 -0.053 -0.443 0.302 0.01
H 2.498 0.052 -1.340 -0.097 -0.051 0.009 0.08
H 3.955 1.854 -1.304 -0.018 -0.054 -0.017 0.47
H 4.061 0.986 0.235 -0.085 -0.074 -0.035 0.48
H 3.734 3.254 0.865 0.007 -0.004 0.029 0.60
H 2.159 2.502 1.054 0.131 0.063 0.119 -0.12
H 2.484 3.525 -1.677 0.036 0.060 -0.017 0.37
H 2.767 4.805 -0.518 -0.016 0.024 -0.024 0.33
H 0.995 6.155 -0.336 0.029 -0.028 0.001 0.39
H -1.450 6.571 -0.431 0.005 0.003 -0.009 0.43
H -2.966 4.615 -0.845 -0.001 -0.043 -0.016 0.47
H -1.982 2.366 -0.955 0.043 0.037 0.061 0.74
O -3.396 0.385 1.575 0.121 0.086 -0.076 -0.69
C -2.237 0.582 1.282 -0.075 -0.028 0.388 0.31
O -1.729 0.684 0.106 0.543 -0.036 -0.299 -0.33
C -1.206 0.700 2.406 -0.062 -0.063 -0.250 0.43
C -1.611 0.777 3.744 0.015 -0.003 0.179 -1.08
C -0.656 0.864 4.716 -0.078 0.008 -0.111 -0.76
C 0.711 0.780 4.362 0.025 -0.029 -0.232 0.92
C 1.752 0.781 5.317 0.075 0.000 0.055 -0.79
C 3.052 0.615 4.930 -0.064 0.026 0.104 -0.76
C 3.364 0.412 3.572 -0.024 -0.006 -0.085 -0.94
C 2.381 0.428 2.623 -0.023 -0.026 -0.109 0.24
C 1.038 0.647 2.990 0.042 -0.017 0.377 -0.17
N 0.060 0.682 2.034 0.236 0.166 -0.191 0.62
H -2.671 0.777 3.953 0.002 0.015 -0.019 0.62
H -0.929 0.973 5.758 0.008 -0.026 0.004 0.46
H 1.495 0.898 6.362 0.018 0.007 -0.002 0.43
H 3.844 0.617 5.666 -0.015 -0.020 0.004 0.41
H 4.392 0.228 3.287 -0.007 0.001 -0.021 0.48
H 2.594 0.231 1.579 0.034 -0.007 0.107 0.42
C 1.048 -2.692 1.163 0.002 0.633 -0.119 -1.69
Ge 0.126 -1.711 -0.316 -0.292 -2.337 -0.490 2.10
C 1.027 -2.302 -2.010 -0.103 0.627 0.490 0.50
C 1.283 -3.659 -2.172 0.044 -0.036 0.055 -0.74
C 1.937 -4.115 -3.308 -0.020 -0.042 -0.003 -0.69
C 2.348 -3.221 -4.287 0.008 -0.010 -0.014 -0.57
C 2.081 -1.868 -4.144 0.013 0.035 -0.035 -0.85
C 1.418 -1.414 -3.011 -0.023 -0.037 -0.024 0.13
C -1.719 -2.401 -0.341 0.281 0.422 0.248 0.78
C -2.160 -3.153 0.728 0.391 0.211 -0.111 -0.63
C -3.467 -3.658 0.777 -0.362 -0.093 -0.107 -1.03
C -4.346 -3.385 -0.236 0.154 -0.074 0.229 -0.88
C -3.951 -2.597 -1.341 0.208 0.082 -0.029 0.81
C -4.853 -2.292 -2.385 -0.035 0.089 -0.178 -0.85
C -4.466 -1.519 -3.445 -0.210 -0.163 0.117 -0.58
C -3.158 -1.008 -3.499 0.270 0.038 0.103 -1.13
C -2.267 -1.284 -2.497 -0.059 0.128 -0.146 -0.08
C -2.625 -2.088 -1.395 -0.187 -0.093 -0.027 0.02
H 0.920 -3.764 1.009 -0.073 0.008 -0.086 0.53
H 0.630 -2.417 2.132 0.013 -0.034 -0.001 0.45
H 2.114 -2.466 1.168 -0.012 -0.005 -0.007 0.36
H 0.963 -4.367 -1.415 0.033 -0.031 -0.031 0.30
H 2.121 -5.175 -3.431 0.014 0.006 0.000 0.43
H 2.867 -3.581 -5.166 -0.015 -0.003 -0.001 0.40
H 2.377 -1.170 -4.917 -0.008 -0.009 0.000 0.42
H 1.156 -0.361 -2.938 0.043 0.010 -0.033 0.38
H -1.485 -3.376 1.546 -0.037 0.004 0.027 0.36
H -3.779 -4.255 1.624 0.003 -0.006 -0.009 0.41
H -5.361 -3.761 -0.198 -0.004 0.006 -0.005 0.41
H -5.862 -2.682 -2.329 0.008 -0.011 -0.012 0.41
H -5.164 -1.301 -4.242 -0.003 0.014 0.011 0.41
H -2.857 -0.394 -4.338 0.007 -0.004 0.010 0.44
H -1.264 -0.874 -2.542 -0.037 0.004 -0.046 -0.03
```
Forces are in eV/Å.

Highest occupied orbital energy (spin up / spin down), eV: -10.10 / -10.18
DFT total energy, eV: -143491.135
2S+1: 4
Lowest unoccupied orbital energy (spin up / spin down), eV: -3.140 / -5.281
⟨S²⟩: 3.76
Total charge: +1
M, Da: 659.95
Largest force on an atom, eV/A: 2.41

---

[3]
Density functional theory data (the ωB97M-V functional and the def2-TZVPD basis) for a cluster of 2 separate species, C2H4NO2 in total at a distorted geometry.

```
9
Properties=species:S:1:pos:R:3:forces:R:3:mulliken_charge:R:1
C 1.401 -1.168 0.255 0.736 -0.474 -0.462 0.00
C -0.716 0.489 -0.671 0.725 -1.168 -0.725 0.82
N -1.315 1.183 0.199 -0.673 0.793 0.983 -0.29
O -0.392 0.042 -1.666 -0.192 0.316 -0.068 -0.19
O 0.448 -0.603 0.722 -0.615 0.760 0.495 -0.44
H 2.179 -1.620 0.884 -0.211 0.001 0.127 0.29
H 1.535 -1.248 -0.833 -0.029 0.059 -0.101 0.23
H -2.085 1.799 -0.072 0.251 -0.153 -0.058 0.29
H -1.055 1.127 1.182 0.007 -0.134 -0.190 0.30
```
Forces are in eV/Å.

Highest occupied orbital energy, eV: -16.08
DFT total energy, eV: -7715.378
Lowest unoccupied orbital energy, eV: -4.683
Energy above the lowest of the compared OMol25 structures with the same formula, charge and spin, kJ/mol: 55.8
Total charge: +1
M, Da: 74.06
Largest force on an atom, eV/A: 1.55